The following is a quantum chemistry calculation of an isolated molecule of C26H23NO5, from OMol25.

Structure (ORCA input):
```
! RIJCOSX wB97M-V def2-TZVPD def2/J DEFGRID3
* xyz 0 1
C 2.605 3.008 -2.015
C 2.461 1.857 -1.019
O 1.536 0.884 -1.484
C 0.251 0.895 -1.063
C -0.514 -0.216 -1.457
C -1.820 -0.344 -1.065
C -2.428 0.628 -0.257
C -3.789 0.564 0.213
C -4.619 -0.627 -0.033
C -5.877 -0.492 -0.611
C -6.670 -1.605 -0.825
C -6.221 -2.861 -0.452
C -4.976 -3.001 0.139
C -4.175 -1.892 0.344
C -4.290 1.620 0.899
C -3.502 2.792 1.216
O -3.894 3.758 1.820
O -2.190 2.780 0.802
C -1.674 1.761 0.085
C -0.345 1.894 -0.312
C 3.821 1.183 -0.780
O 4.688 1.742 -0.145
N 3.954 -0.035 -1.340
C 4.963 -0.957 -0.882
C 4.363 -1.995 0.108
O 5.379 -2.665 0.810
C 3.361 -1.293 1.003
C 1.999 -1.511 0.831
C 1.073 -0.814 1.588
C 1.500 0.112 2.524
C 2.855 0.326 2.710
C 3.781 -0.372 1.954
H 2.884 2.616 -2.990
H 3.379 3.685 -1.667
H 1.667 3.549 -2.109
H 2.156 2.242 -0.039
H -0.045 -0.965 -2.076
H -2.397 -1.198 -1.383
H -6.223 0.488 -0.906
H -7.641 -1.492 -1.282
H -6.842 -3.729 -0.616
H -4.627 -3.977 0.442
H -3.213 -2.000 0.823
H -5.301 1.623 1.272
H 0.169 2.793 -0.018
H 3.135 -0.424 -1.784
H 5.423 -1.470 -1.730
H 5.724 -0.362 -0.371
H 3.851 -2.781 -0.460
H 5.808 -2.041 1.407
H 1.661 -2.229 0.099
H 0.018 -0.990 1.441
H 0.778 0.665 3.106
H 3.195 1.047 3.437
H 4.833 -0.173 2.098
*
```

**HOMO energy**: -8.57 eV
**HOMO-LUMO gap**: 0.3101 Ha
**E**: -39063.820 eV
**SMILES string**: C[C@@H](Oc1ccc2c(-c3ccccc3)cc(=O)oc2c1)C(=O)NC[C@@H](O)c1ccccc1
**Energy relative to the best compared isomer or geometry (same formula, charge and spin)**: 79.44 kJ/mol
**Lowest unoccupied orbital energy**: -0.13 eV

The following is a quantum chemistry calculation of a structure of composition C15H11IrN4O4, from OMol25.

Structure (ORCA input):
```
! RIJCOSX wB97M-V def2-TZVPD def2/J DEFGRID3
* xyz 3 2
Ir 0.037 -0.259 0.000
C 4.210 -1.237 0.000
C 4.799 0.011 0.000
C 3.985 1.145 0.000
C 2.620 0.988 0.000
N 2.055 -0.244 0.000
C 2.824 -1.336 0.000
C 1.642 2.077 0.000
C 1.956 3.414 0.000
C 0.940 4.361 0.000
C -0.402 3.951 0.000
C -0.674 2.620 0.000
N 0.313 1.663 0.000
H 4.803 -2.141 0.001
H 5.877 0.110 0.000
H 4.424 2.133 0.000
H 2.329 -2.295 0.001
H 2.990 3.726 0.000
H 1.182 5.417 0.000
H -1.209 4.670 0.000
H -1.689 2.259 0.000
O -3.677 -4.649 -0.001
C -4.307 -3.562 0.000
O -5.588 -3.561 0.000
C -3.694 -2.231 0.000
C -4.298 -0.980 0.001
N -3.308 -0.082 0.001
N -2.094 -0.663 0.000
C -2.319 -1.962 0.000
C -1.134 -2.841 0.000
O -1.200 -4.037 -0.001
O 0.027 -2.159 0.000
H -2.657 -4.541 -0.001
H -5.339 -0.690 0.001
H -3.423 0.923 0.001
*
```

**HOMO energy (spin up / spin down)**: -19.18 / -19.18 eV
**HOMO-LUMO gap (spin up / spin down)**: 0.1993 / 0.1993 Ha
**E**: -32691.342 eV
**Lowest unoccupied orbital energy (spin up / spin down)**: -13.75 / -13.75 eV

The following is a quantum chemistry calculation of a cluster of 2 separate species, C2H5Br2OP in total in a non-equilibrium geometry, from OMol25.

Structure (ORCA input):
```
! RIJCOSX wB97M-V def2-TZVPD def2/J DEFGRID3
* xyz 0 1
C 0.451 -1.660 -0.486
C -1.352 -0.221 -0.870
O -0.923 -1.486 -0.765
P 1.764 2.944 1.864
Br 1.472 1.537 0.216
Br -0.295 3.237 2.661
H 0.664 -1.072 0.409
H 0.867 -1.215 -1.336
H 0.505 -2.592 -0.181
H -2.397 -0.067 -0.686
H -0.757 0.594 -0.827
*
```

**HOMO energy (spin up / spin down)**: -5.88 / -5.67 eV
**HOMO-LUMO gap (spin up / spin down)**: 0.1156 / 0.0979 Ha
**E**: -153571.479 eV
**Energy relative to the best compared isomer or geometry (same formula, charge and spin)**: 626.75 kJ/mol
**Lowest unoccupied orbital energy (spin up / spin down)**: -2.73 / -3.01 eV

The following is a quantum chemistry calculation of a cluster of 2 separate species, CH4BrClOSi in total in a non-equilibrium geometry, from OMol25.

Structure (ORCA input):
```
! RIJCOSX wB97M-V def2-TZVPD def2/J DEFGRID3
* xyz 0 3
C -1.571 -0.180 -0.791
O -0.126 -0.539 0.811
Si 1.347 0.023 0.814
Cl 1.381 1.789 -0.221
Br -3.075 -0.078 0.094
H -0.823 0.659 -0.918
H -1.387 -0.912 -1.571
H 2.190 -0.818 -0.345
H 2.064 0.056 2.126
*
```

**HOMO energy (spin up / spin down)**: -7.18 / -10.03 eV
**HOMO-LUMO gap (spin up / spin down)**: 0.2890 / 0.2247 Ha
**E**: -93588.126 eV
**Energy relative to the best compared isomer or geometry (same formula, charge and spin)**: 0.00 kJ/mol
**Lowest unoccupied orbital energy (spin up / spin down)**: 0.69 / -3.91 eV

- Look up the E of the first one.
  -39063.820 eV

- E of number 2 (C15H11IrN4O4)?
  -32691.342 eV

What did the fourth record say?
The following is a quantum chemistry calculation of a cluster of 2 separate species, CH4BrClOSi in total in a non-equilibrium geometry, from OMol25.

Structure (ORCA input):
```
! RIJCOSX wB97M-V def2-TZVPD def2/J DEFGRID3
* xyz 0 3
C -1.571 -0.180 -0.791
O -0.126 -0.539 0.811
Si 1.347 0.023 0.814
Cl 1.381 1.789 -0.221
Br -3.075 -0.078 0.094
H -0.823 0.659 -0.918
H -1.387 -0.912 -1.571
H 2.190 -0.818 -0.345
H 2.064 0.056 2.126
*
```

**HOMO energy (spin up / spin down)**: -7.18 / -10.03 eV
**HOMO-LUMO gap (spin up / spin down)**: 0.2890 / 0.2247 Ha
**E**: -93588.126 eV
**Energy relative to the best compared isomer or geometry (same formula, charge and spin)**: 0.00 kJ/mol
**Lowest unoccupied orbital energy (spin up / spin down)**: 0.69 / -3.91 eV

- Which of these has the highest E?
  C15H11IrN4O4